[1]
CH3N5 in the gas phase in a non-equilibrium geometry. Source: OMol25; level of theory: wB97M-V/def2-TZVPD.

Calculated values
SMILES: Nn1cnnn1
Energy relative to the best compared isomer or geometry (same formula, charge and spin) in eV: 2.994
Molar mass in g mol⁻¹: 85.1
HOMO-LUMO gap in eV: 10.55
E_HOMO in eV: -10.482

The geometry in ORCA input format:
```
! wB97M-V def2-TZVPD RIJCOSX def2/J DEFGRID3
* xyz 0 1
C -1.15588 0.15022 0.20129
H 1.12962 -1.57530 0.19765
H 1.44503 -0.69689 -1.37223
H -2.04567 -0.27168 -0.26184
N 0.63484 -1.21528 -0.68841
N 0.03751 -0.03891 -0.38702
N -1.09387 1.18319 0.97022
N 0.16766 1.64476 1.11264
N 0.88076 0.81990 0.22771
*
```

Per-atom Mulliken charges, elementary charge units: C 0.005; H 0.306; H 0.359; H 0.360; N -0.667; N 0.473; N -0.274; N -0.259; N -0.303

[2]
CH3N5O in the gas phase in a non-equilibrium geometry. Source: OMol25; level of theory: wB97M-V/def2-TZVPD.

Calculated values
SMILES: Nn1[nH]nnc1=O
Energy relative to the best compared isomer or geometry (same formula, charge and spin) in eV: 3.597
Molar mass in g mol⁻¹: 101.1
HOMO-LUMO gap in eV: 9.32
E_HOMO in eV: -9.137

The geometry in ORCA input format:
```
! wB97M-V def2-TZVPD RIJCOSX def2/J DEFGRID3
* xyz 0 1
C 0.33970 0.79983 0.08380
H 2.04635 -0.66291 -0.91932
H 1.76056 -1.26328 0.99463
H -1.11632 -2.24812 0.15406
N 1.55322 -1.33182 -0.13043
N 0.21035 -0.61287 -0.05856
N -0.98429 -1.10241 0.16642
N -1.80387 0.01473 -0.09290
N -1.09263 1.12721 -0.09183
O 1.26147 1.58894 0.08987
*
```

Per-atom Mulliken charges, elementary charge units: C 0.450; H 0.339; H 0.320; H 0.358; N -0.569; N 0.273; N -0.215; N -0.184; N -0.218; O -0.555

[3]
CH3NO2 in the gas phase in a non-equilibrium geometry. Source: OMol25; level of theory: wB97M-V/def2-TZVPD.

Calculated values
SMILES: C1NOO1
Energy relative to the best compared isomer or geometry (same formula, charge and spin) in eV: 6.710
Molar mass in g mol⁻¹: 61.0
HOMO-LUMO gap in eV: 10.13
E_HOMO in eV: -9.241

The geometry in ORCA input format:
```
! wB97M-V def2-TZVPD RIJCOSX def2/J DEFGRID3
* xyz 0 1
C 0.17502 -0.47995 0.31823
N -0.12342 0.16745 -0.95740
O -0.68064 0.36557 1.06511
O -1.03267 1.12628 -0.09333
H -0.17210 -1.52042 0.31877
H 1.21514 -0.42354 0.66729
H 0.61868 0.76461 -1.31867
*
```

Per-atom Mulliken charges, elementary charge units: C -0.044; N -0.298; O -0.196; O -0.137; H 0.173; H 0.211; H 0.291

[4]
CH3NO2 in the gas phase in a non-equilibrium geometry. Source: OMol25; level of theory: wB97M-V/def2-TZVPD.

Calculated values
SMILES: O=CNO
Energy relative to the best compared isomer or geometry (same formula, charge and spin) in eV: 4.026
Molar mass in g mol⁻¹: 61.0
HOMO-LUMO gap in eV: 10.62
E_HOMO in eV: -9.859

The geometry in ORCA input format:
```
! wB97M-V def2-TZVPD RIJCOSX def2/J DEFGRID3
* xyz 0 1
C 0.42605 -0.67110 0.65496
N 0.38386 0.43935 -0.64411
O -0.05082 -0.47063 1.69385
O -0.67144 1.40571 -0.48315
H 0.90710 -1.46587 0.24005
H 0.28966 -0.15276 -1.47603
H -1.28442 0.91530 0.01444
*
```

Per-atom Mulliken charges, elementary charge units: C 0.122; N -0.323; O -0.355; O -0.322; H 0.337; H 0.243; H 0.297

[5]
2 unconnected molecules or ions with the total composition CH3NO2 in a non-equilibrium geometry. Source: OMol25; level of theory: wB97M-V/def2-TZVPD.

Calculated values
Energy relative to the best compared isomer or geometry (same formula, charge and spin) in eV: 10.746
Molar mass in g mol⁻¹: 61.0
HOMO-LUMO gap (spin up / spin down) in eV: 7.62 / 9.23
E_HOMO (spin up / spin down) in eV: -9.153 / -10.567

The geometry in ORCA input format:
```
! wB97M-V def2-TZVPD RIJCOSX def2/J DEFGRID3
* xyz 0 1
C -1.35214 -0.40931 -0.69906
N 1.05346 -0.28773 1.14884
O 2.68619 1.30071 0.67626
O 1.55850 0.68155 0.67975
H -1.62169 -1.46134 -0.46290
H -1.98126 0.39016 -0.28945
H -0.34306 -0.21404 -1.05342
*
```

Per-atom Mulliken charges, elementary charge units: C -0.811; N 0.105; O -0.382; O 0.258; H 0.279; H 0.281; H 0.270

[6]
A molecular structure, CH3NO2P in a non-equilibrium geometry. Source: OMol25; level of theory: wB97M-V/def2-TZVPD.

Calculated values
Energy relative to the best compared isomer or geometry (same formula, charge and spin) in eV: 1.505
Molar mass in g mol⁻¹: 92.0
HOMO-LUMO gap in eV: 8.41
E_HOMO in eV: -3.963

The geometry in ORCA input format:
```
! wB97M-V def2-TZVPD RIJCOSX def2/J DEFGRID3
* xyz -1 1
C -2.17132 0.73990 -0.60518
N -1.02558 -0.11152 -0.02811
O -3.26080 0.16827 -0.69212
O -1.71704 1.86849 -0.85464
P 0.33337 0.64186 -0.63059
H -0.75774 -1.32758 -0.46974
H 1.08007 -0.47190 -0.17279
H 0.80712 1.36735 0.64479
*
```

Per-atom Mulliken charges, elementary charge units: C 0.596; N -0.384; O -0.687; O -0.632; P -0.084; H 0.259; H -0.038; H -0.029

[7]
CH3NO2P2 in the gas phase in a non-equilibrium geometry. Source: OMol25; level of theory: wB97M-V/def2-TZVPD.

Calculated values
SMILES: [H]/N=C(/P=O)PO
Energy relative to the best compared isomer or geometry (same formula, charge and spin) in eV: 1.230
Molar mass in g mol⁻¹: 123.0
HOMO-LUMO gap in eV: 8.57
E_HOMO in eV: -9.307

The geometry in ORCA input format:
```
! wB97M-V def2-TZVPD RIJCOSX def2/J DEFGRID3
* xyz 0 1
C -0.81394 1.42372 0.52554
N -0.37226 1.11891 1.69793
O -3.32026 1.35794 0.36476
O 0.73024 -0.49642 -0.30781
P -2.37558 2.37741 0.86356
P -0.30852 0.59245 -1.06327
H 0.37759 0.48741 1.61986
H 1.03586 -1.05189 -1.02924
H -1.37341 -0.33911 -0.91536
*
```

Per-atom Mulliken charges, elementary charge units: C 0.495; N -0.655; O -0.425; O -0.532; P 0.321; P 0.089; H 0.307; H 0.319; H 0.082

[8]
2 unconnected molecules or ions with the total composition CH3NO2S in a non-equilibrium geometry. Source: OMol25; level of theory: wB97M-V/def2-TZVPD.

Calculated values
Energy relative to the best compared isomer or geometry (same formula, charge and spin) in eV: 2.578
Molar mass in g mol⁻¹: 93.1
HOMO-LUMO gap (spin up / spin down) in eV: 7.82 / 7.83
E_HOMO (spin up / spin down) in eV: -8.177 / -8.025

The geometry in ORCA input format:
```
! wB97M-V def2-TZVPD RIJCOSX def2/J DEFGRID3
* xyz 0 1
C 1.41744 -1.43689 -1.68768
N -0.96984 0.04056 -0.07196
O 2.53168 -1.46974 -1.33887
O -0.81325 0.49606 -2.52576
S 0.02284 0.66252 -1.31177
H 0.89671 -2.19134 -2.37325
H -0.50732 -0.09532 0.80371
H -1.48613 -0.83030 -0.26398
*
```

Per-atom Mulliken charges, elementary charge units: C 0.067; N -0.507; O -0.342; O -0.510; S 0.454; H 0.286; H 0.276; H 0.275

[9]
2 unconnected molecules or ions with the total composition CH3NO2S in a non-equilibrium geometry. Source: OMol25; level of theory: wB97M-V/def2-TZVPD.

Calculated values
Energy relative to the best compared isomer or geometry (same formula, charge and spin) in eV: 5.392
Molar mass in g mol⁻¹: 93.1
HOMO-LUMO gap (spin up / spin down) in eV: 8.98 / 6.20
E_HOMO (spin up / spin down) in eV: -9.360 / -7.620

The geometry in ORCA input format:
```
! wB97M-V def2-TZVPD RIJCOSX def2/J DEFGRID3
* xyz 0 1
C -0.11572 -0.81820 -0.92661
N 1.07373 0.93807 0.89692
O 2.12715 1.50364 1.14306
O -0.03076 0.99478 1.38704
S -1.16308 -1.00575 0.37022
H -0.50619 -0.03812 -1.54745
H 0.79146 -1.28562 -1.18212
H -2.17660 -0.28880 -0.14106
*
```

Per-atom Mulliken charges, elementary charge units: C -0.539; N 0.578; O -0.451; O -0.371; S -0.063; H 0.274; H 0.393; H 0.180

[10]
CH3NO2S in the gas phase in a non-equilibrium geometry. Source: OMol25; level of theory: wB97M-V/def2-TZVPD.

Calculated values
SMILES: O=NSCO
Energy relative to the best compared isomer or geometry (same formula, charge and spin) in eV: 2.549
Molar mass in g mol⁻¹: 93.1
HOMO-LUMO gap in eV: 9.07
E_HOMO in eV: -9.425

The geometry in ORCA input format:
```
! wB97M-V def2-TZVPD RIJCOSX def2/J DEFGRID3
* xyz 0 1
C 0.71622 0.30778 0.34951
N -1.62678 -0.57025 -0.01199
O 1.59375 0.28882 -0.79017
O -2.82469 -0.73812 0.02600
S -0.97791 0.97034 0.16249
H 1.32284 0.75817 1.17261
H 0.45278 -0.67396 0.59207
H 1.34378 -0.34279 -1.50053
*
```

Per-atom Mulliken charges, elementary charge units: C -0.239; N 0.096; O -0.507; O -0.363; S 0.069; H 0.338; H 0.287; H 0.320

Question: Which value of energy relative to the best compared isomer or geometry (same formula, charge and spin) does entry 9 give?
Answer: 5.392 eV